No. 1
{
  "formula": "C9H14S",
  "method": "ωB97M-V/def2-TZVPD",
  "elements": ["C", "C", "C", "C", "C", "C", "C", "H", "H", "H", "H", "H", "H", "H", "H", "C", "C", "S", "H", "H", "H", "H", "H", "H"],
  "xyz": [[-0.934, 1.198, 2.474], [0.792, 1.906, -0.833], [0.623, 1.617, 0.511], [-0.332, 2.160, -1.721], [-0.663, 1.452, 1.061], [-1.569, 1.958, -1.136], [-1.816, 1.617, 0.186], [1.814, 2.030, -1.225], [1.475, 1.276, 1.114], [-0.075, 2.437, -2.775], [-2.486, 2.274, -1.662], [-0.054, 1.053, 3.014], [-1.570, 0.329, 2.627], [-2.776, 1.529, 0.678], [-1.499, 2.179, 2.862], [0.279, -2.524, 0.489], [1.676, -3.141, -1.756], [-0.047, -2.888, -1.217], [0.202, -1.298, 0.788], [-0.508, -2.872, 1.141], [1.276, -2.833, 0.875], [1.735, -3.179, -2.823], [2.132, -4.034, -1.293], [2.327, -2.246, -1.377]],
  "forces_ev_per_a": [[-2.2, 2.1, 0.7], [-0.5, 0.8, -1.4], [-0.2, -1.3, 0.0], [2.8, -0.8, 1.4], [-1.4, 0.1, -2.3], [-2.7, 1.1, -0.5], [3.2, -0.1, 1.0], [-0.6, -0.2, 0.2], [-0.2, 0.7, -0.1], [-0.9, -0.2, 1.1], [0.6, -0.5, -0.3], [1.4, 0.0, 1.1], [-0.3, 0.1, 0.0], [-0.2, 0.1, -0.6], [1.2, -2.3, -0.4], [0.3, 3.0, 1.4], [1.1, 1.6, 1.4], [1.4, 0.2, 0.7], [0.2, -2.6, -1.4], [-0.3, -0.5, -0.1], [-0.7, 0.0, -0.6], [-0.2, -0.1, -0.6], [-0.5, 0.2, -0.2], [-1.4, -1.4, -0.7]],
  "relative_energy_kj_mol": 138.1,
  "multiplicity": 2,
  "s_squared": 0.756,
  "charge": 1,
  "homo_ha": [-0.451, -0.426]
}

=====

No. 2
{
  "formula": "C3H6N2S",
  "method": "ωB97M-V/def2-TZVPD",
  "elements": ["C", "C", "C", "H", "H", "H", "H", "H", "H", "N", "N", "S"],
  "xyz": [[-0.700, 0.666, -0.494], [-0.392, 0.444, 0.968], [0.373, -0.134, -1.144], [-0.950, 2.130, -1.989], [-0.920, 2.711, -0.431], [-1.656, 0.148, -0.779], [-1.294, 0.384, 1.533], [0.262, 1.314, 1.336], [0.715, 0.051, -2.162], [-0.521, 2.045, -1.064], [0.867, -1.144, -0.532], [0.358, -1.181, 1.105]],
  "forces_ev_per_a": [[0.4, 0.1, -1.7], [0.3, 2.1, 0.8], [0.7, -2.0, -0.2], [0.1, -0.1, 0.6], [-0.4, 0.5, 0.0], [0.4, 0.6, 0.3], [-0.6, 0.4, 0.6], [-0.7, -1.4, -0.3], [-0.2, 0.0, 0.1], [-0.4, -0.9, 0.8], [0.3, 0.7, -0.3], [0.1, 0.0, -0.6]],
  "relative_energy_kj_mol": 137.8,
  "smiles": "N[C@H]1C=NSC1",
  "charge": 0,
  "homo_ha": -0.311
}

=====

No. 3
{
  "formula": "C33H41BN7O4S2Tm",
  "method": "ωB97M-V/def2-TZVPD",
  "elements": ["Tm", "O", "C", "C", "C", "C", "C", "C", "C", "O", "N", "N", "C", "C", "C", "C", "C", "C", "N", "H", "H", "H", "H", "H", "H", "H", "H", "H", "H", "C", "N", "C", "C", "N", "B", "N", "C", "C", "N", "C", "C", "S", "C", "S", "H", "H", "H", "H", "H", "H", "H", "H", "H", "H", "H", "H", "C", "C", "C", "C", "C", "C", "C", "C", "C", "C", "C", "C", "O", "H", "H", "H", "H", "H", "H", "H", "H", "H", "H", "H", "H", "H", "H", "H", "H", "H", "O", "H", "H"],
  "xyz": [[0.564, -0.359, -0.183], [-0.140, 4.343, 2.559], [-1.396, 3.901, 2.425], [-2.435, 4.740, 2.832], [-3.748, 4.335, 2.741], [-4.063, 3.081, 2.228], [-3.054, 2.252, 1.795], [-1.712, 2.641, 1.876], [-0.690, 1.704, 1.395], [-1.030, 0.676, 0.735], [0.583, 1.966, 1.757], [1.458, 1.032, 1.346], [2.615, 0.886, 1.904], [3.360, -0.313, 1.579], [4.491, -0.681, 2.319], [5.076, -1.910, 2.101], [4.533, -2.749, 1.135], [3.433, -2.304, 0.421], [2.854, -1.124, 0.618], [0.472, 3.605, 2.325], [-2.173, 5.708, 3.231], [-4.535, 4.994, 3.075], [-5.091, 2.760, 2.175], [-3.278, 1.273, 1.397], [2.977, 1.550, 2.689], [4.865, -0.013, 3.080], [5.929, -2.227, 2.682], [4.947, -3.725, 0.948], [2.984, -2.934, -0.339], [-0.199, -2.554, 5.340], [-0.697, -3.202, 4.161], [-0.210, -4.355, 3.591], [-0.936, -4.574, 2.469], [-1.863, -3.574, 2.334], [-3.014, -3.574, 1.313], [-2.819, -2.471, 0.202], [-3.894, -1.792, -0.297], [-3.570, -1.269, -1.507], [-2.268, -1.622, -1.752], [-1.517, -1.456, -2.967], [-1.823, -2.325, -0.676], [-0.211, -2.915, -0.608], [-1.696, -2.723, 3.367], [-2.361, -1.190, 3.558], [0.319, -3.285, 5.958], [-1.027, -2.117, 5.896], [0.493, -1.746, 5.078], [0.603, -4.899, 4.023], [-0.872, -5.361, 1.746], [-3.001, -4.619, 0.739], [-4.036, -3.328, 1.865], [-4.812, -1.748, 0.251], [-4.143, -0.688, -2.197], [-2.177, -1.140, -3.770], [-1.057, -2.413, -3.231], [-0.721, -0.713, -2.845], [3.722, 0.642, -2.160], [3.041, -0.018, -3.365], [2.553, -1.430, -3.031], [1.944, 0.890, -3.879], [2.075, 1.445, -5.141], [1.160, 2.362, -5.620], [0.134, 2.776, -4.791], [-0.034, 2.256, -3.519], [-1.076, 2.871, -2.607], [-0.356, 3.538, -1.430], [-2.140, 1.884, -2.124], [0.852, 1.254, -3.056], [0.669, 0.667, -1.876], [4.527, 0.014, -1.779], [2.995, 0.816, -1.359], [4.140, 1.603, -2.456], [3.791, -0.114, -4.161], [1.860, -1.417, -2.177], [3.405, -2.062, -2.781], [2.043, -1.859, -3.892], [2.916, 1.151, -5.757], [1.266, 2.777, -6.611], [-0.552, 3.537, -5.138], [-1.591, 3.657, -3.174], [0.216, 2.790, -0.877], [-1.066, 4.009, -0.755], [0.335, 4.293, -1.800], [-1.694, 1.110, -1.496], [-2.634, 1.421, -2.977], [-2.886, 2.410, -1.530], [0.363, -1.385, 2.028], [-0.405, -1.033, 2.552], [0.137, -2.317, 1.850]],
  "forces_ev_per_a": [[0.3, -2.5, 0.6], [0.1, 0.2, 0.1], [-0.1, -0.2, -0.1], [0.1, 0.1, 0.0], [0.2, -0.1, -0.1], [-0.1, -0.1, 0.0], [0.1, 0.0, -0.1], [0.0, 0.0, 0.0], [0.5, 0.4, 0.6], [-0.6, 0.4, 0.0], [-0.2, 0.7, 0.3], [0.9, 0.0, 0.9], [-1.0, 0.7, -0.2], [0.5, -0.9, -0.3], [-0.5, 0.3, -0.2], [-0.1, -0.3, -0.3], [0.1, 0.3, 0.2], [-0.1, -0.1, -0.2], [0.0, 0.4, 0.3], [-0.1, 0.0, 0.0], [0.0, 0.1, 0.0], [-0.1, 0.1, 0.0], [-0.1, -0.1, 0.0], [0.0, -0.1, 0.0], [-0.2, 0.0, -0.1], [0.0, 0.1, 0.0], [0.1, 0.0, 0.0], [0.0, -0.1, -0.1], [0.0, 0.0, 0.0], [0.2, 0.3, 0.3], [-0.5, -0.3, -0.5], [0.0, -0.2, -0.3], [0.4, -0.4, 0.2], [0.2, 0.0, 0.5], [0.3, 0.2, 0.0], [0.2, 0.3, -0.3], [-0.2, 0.2, -0.4], [-0.3, 0.0, 0.2], [-0.2, -0.1, 0.8], [0.5, 0.1, -0.5], [0.1, -0.1, -0.3], [0.4, -0.7, -0.1], [0.1, 0.4, 0.3], [-0.4, 0.5, 0.1], [0.0, 0.0, 0.0], [0.0, -0.1, -0.1], [-0.1, -0.1, 0.0], [0.1, -0.2, 0.1], [0.0, -0.2, -0.1], [0.0, -0.4, -0.1], [-0.3, 0.0, 0.1], [-0.2, 0.0, 0.1], [-0.1, 0.1, -0.1], [-0.1, 0.0, 0.1], [-0.1, 0.2, 0.0], [-0.2, -0.2, -0.2], [-0.1, -0.1, -0.1], [-0.1, 0.0, 0.2], [0.0, 0.3, 0.1], [-0.1, -0.2, 0.4], [-0.1, 0.0, -0.1], [0.0, 0.1, -0.1], [0.0, 0.0, -0.1], [0.0, -0.2, 0.4], [0.0, -0.1, 0.2], [-0.1, -0.1, -0.1], [0.2, 0.1, 0.0], [0.1, 0.6, -1.2], [0.3, 0.7, -0.7], [0.1, 0.0, 0.1], [0.3, 0.0, -0.1], [0.0, 0.1, 0.1], [-0.1, 0.0, 0.1], [0.2, -0.2, -0.4], [0.0, -0.1, 0.1], [-0.1, -0.1, 0.1], [0.0, 0.0, 0.0], [0.0, 0.0, -0.1], [-0.1, 0.1, 0.0], [0.1, -0.1, 0.0], [0.0, 0.2, 0.0], [-0.1, 0.1, 0.1], [0.1, 0.1, 0.1], [-0.3, 0.2, -0.1], [-0.1, -0.1, 0.0], [-0.1, 0.0, 0.1], [0.1, -0.1, 0.0], [0.1, -0.1, -0.1], [0.1, 0.2, 0.0]],
  "multiplicity": 3,
  "s_squared": 2.002,
  "charge": 0,
  "homo_ha": [-0.267, -0.267]
}